{
  "formula": "C36H90O18",
  "method": "ωB97M-V with the def2-TZVPD basis set",
  "spin_multiplicity": 2,
  "de_lowest_ev": 0.129,
  "charge": -1,
  "e_tot_ha": -2779.39234,
  "molar_mass_g_mol": 811.098,
  "gap_ev": [1.406, 9.035],
  "s_squared": 0.75,
  "species": ["O", "O", "O", "O", "O", "O", "O", "O", "O", "O", "O", "O", "O", "O", "O", "O", "O", "O", "C", "C", "C", "C", "C", "C", "C", "C", "C", "C", "C", "C", "C", "C", "C", "C", "C", "C", "C", "C", "C", "C", "C", "C", "C", "C", "C", "C", "C", "C", "C", "C", "C", "C", "C", "C", "H", "H", "H", "H", "H", "H", "H", "H", "H", "H", "H", "H", "H", "H", "H", "H", "H", "H", "H", "H", "H", "H", "H", "H", "H", "H", "H", "H", "H", "H", "H", "H", "H", "H", "H", "H", "H", "H", "H", "H", "H", "H", "H", "H", "H", "H", "H", "H", "H", "H", "H", "H", "H", "H", "H", "H", "H", "H", "H", "H", "H", "H", "H", "H", "H", "H", "H", "H", "H", "H", "H", "H", "H", "H", "H", "H", "H", "H", "H", "H", "H", "H", "H", "H", "H", "H", "H", "H", "H", "H"],
  "xyz": [[-1.587665, -4.372249, -4.525409], [0.860581, 0.397121, 6.392569], [2.708070, -1.748150, 5.417293], [-6.886870, 0.420606, 0.486117], [0.462563, -0.243421, 0.916160], [7.058720, 0.633097, 1.146530], [9.094207, 2.277633, -0.049147], [3.796527, 0.855052, -5.072051], [-7.882446, 1.375421, -2.235290], [-8.861410, -5.838884, -1.411047], [-2.074455, -0.244800, -0.471148], [3.018008, 3.274726, 0.965960], [-2.216915, 3.051829, 2.658322], [-1.911336, 4.308032, 5.440292], [4.306498, -0.438717, -2.131773], [-6.190511, -4.820420, -1.096577], [5.494770, 4.576610, -0.543361], [-1.944768, -1.525301, -4.489595], [2.960217, -0.899468, 6.488790], [-2.393028, 1.816858, 1.898287], [9.289912, 0.919094, 0.354483], [1.737145, 0.282092, 1.218270], [-5.309864, -3.875280, -0.526917], [-3.120021, 4.371285, 4.639615], [-3.442219, -0.495621, -0.920098], [-0.650742, 4.425477, 4.795584], [-0.482751, -3.467823, -4.348456], [-6.717565, 0.588821, -2.468343], [4.725181, -1.797825, -2.465462], [-7.877164, 1.471633, 0.297508], [-0.727245, -2.064352, -4.938585], [2.869462, 0.076145, -4.308900], [5.321561, 3.596294, 0.440263], [3.053157, -0.012820, -2.752844], [2.258359, 0.472891, 6.333929], [-8.598975, -5.128457, -2.636489], [5.154229, 0.385411, -4.911379], [9.770694, 2.611162, -1.293861], [-7.711305, -6.592320, -0.943503], [1.734514, 3.668351, 1.488858], [-3.224491, 3.174989, 3.725954], [-6.319230, 0.399342, 1.788926], [3.303604, -1.388439, 4.160478], [5.771210, 0.041080, 1.019115], [4.164246, 4.047171, 1.407706], [6.638223, 4.299492, -1.350690], [-2.479584, -4.351233, -3.432490], [-6.702005, -5.702486, -0.159345], [-2.279155, -0.239538, -5.009550], [-8.662791, 1.276817, -1.012302], [-1.099577, -1.311125, -0.554363], [0.195081, 0.025990, 5.216578], [0.364826, -0.849121, -0.317828], [8.072966, -0.002479, 0.362322], [-3.450332, 1.673515, 1.675457], [4.376751, -1.565399, 4.232149], [-7.163885, -5.101914, 0.624297], [6.692993, 5.075554, -2.114132], [10.022171, 0.427098, -0.285711], [-9.540307, -4.701327, -2.982257], [2.245242, -0.615612, -2.338108], [1.672753, 4.735022, 1.273236], [-7.135935, -7.079633, -1.730637], [-4.657505, -3.474022, -1.302502], [9.640172, 1.802480, -2.012958], [-3.460610, -0.509579, -2.009859], [0.494876, -0.064181, -1.062857], [6.273300, 3.622478, 0.970920], [-3.986049, 4.607617, 5.257880], [-5.547441, -0.368565, 1.841397], [-9.226044, 0.344992, -1.062726], [-3.138697, -5.210375, -3.557248], [2.894903, 0.959844, -2.287041], [6.496445, 3.325977, -1.820008], [8.267618, -0.985871, 0.790295], [-7.419616, 2.454897, 0.188283], [1.777867, 3.567479, 2.573313], [-0.926436, -2.186974, -6.003192], [0.115721, -1.373478, -4.952190], [-5.871566, -6.322323, 0.178710], [3.095673, -0.348487, 3.908765], [-2.059574, 0.899760, 2.383911], [-3.218534, 2.267264, 4.329351], [3.986420, 5.099726, 1.187212], [-3.927663, -1.400214, -0.553828], [4.034256, -0.746183, 6.593915], [-1.400252, 0.390064, -4.870900], [-2.578407, -0.312505, -6.055124], [0.367267, -3.919996, -4.859438], [0.667946, 0.409247, 4.312350], [5.813647, 0.992810, -5.531325], [-7.031869, 0.238340, 2.597823], [0.353021, -1.051492, 5.169708], [-4.199538, 3.246978, 3.244105], [5.810702, -1.812602, -2.367860], [1.898892, 0.568558, -4.369137], [-0.184289, -3.343363, -3.307529], [-4.725082, -4.332349, 0.271346], [5.524772, 0.522999, -3.895569], [4.370342, -1.979624, -3.479920], [-2.953306, 5.239515, 4.002054], [4.258915, -2.521002, -1.796353], [-0.890525, 0.123321, 5.225805], [2.575733, -1.490056, 7.320334], [5.265782, 0.310570, 0.091741], [2.685158, -0.922208, -4.705675], [-0.519104, 5.276164, 4.126925], [9.425507, 3.556092, -1.713465], [-5.753016, 1.311177, 1.978804], [-1.892042, 1.857363, 0.931098], [1.769349, 0.881513, 2.128082], [0.864336, 3.184205, 1.045582], [-7.859851, -4.332372, -2.546835], [4.320853, 3.972804, 2.483830], [5.053881, 0.396569, 1.758826], [-8.315585, -5.912753, -3.338395], [2.596963, 1.117258, 5.522615], [10.859341, 2.623932, -1.241319], [7.570978, 4.472957, -0.814057], [-9.399641, 2.070717, -1.134246], [-1.401970, -2.042959, 0.194688], [-0.020772, 4.579152, 5.671724], [-5.924364, 1.018391, -1.856455], [2.444481, 0.991908, 7.274191], [1.097920, -1.632322, -0.510899], [-1.137219, -1.722941, -1.562870], [7.558321, -0.183051, -0.581407], [-4.133734, 0.299357, -0.640940], [-6.857872, -0.457962, -2.198772], [9.782547, 0.804822, 1.320066], [2.820249, -1.982731, 3.385052], [-0.419586, 3.505856, 4.258031], [-3.100025, -3.462582, -3.316502], [5.107663, 2.615153, 0.016337], [2.476046, -0.519138, 1.230866], [5.249571, -0.609883, -5.345439], [-6.464466, 0.734649, -3.518469], [-5.827383, -3.025917, -0.080992], [5.792382, -1.037451, 1.175383], [-3.086527, 0.241054, -4.457032], [-8.631741, 1.574904, 1.077283], [-8.013070, -7.363063, -0.234284], [2.124121, 0.872655, 0.387852], [-1.972860, -4.550494, -2.488239]],
  "forces_ev_per_angstrom": [[0.6, 1.1, 0.5], [-0.9, 0.9, 0.3], [-0.1, -0.7, -1.5], [-1.3, 0.7, 0.4], [-0.1, 0.3, 1.9], [-0.4, 0.1, 0.8], [0.5, -0.2, -0.7], [0.3, -0.7, 0.9], [-0.8, 0.4, 0.3], [1.2, -0.4, 0.4], [-0.6, 0.4, 0.2], [-0.3, -0.4, 0.1], [-0.7, -0.4, 0.8], [-1.5, 0.2, 0.3], [-0.6, -0.4, -0.9], [0.9, 1.1, -0.8], [-0.1, 0.5, -1.0], [-0.9, 0.7, 1.5], [-0.4, 0.6, -0.9], [-0.5, 0.7, 0.2], [0.5, -0.9, -0.6], [0.6, -0.5, -1.3], [0.1, 0.1, 0.0], [3.2, 0.7, -1.1], [1.2, 0.0, -0.4], [-0.3, -0.4, 0.8], [-0.2, 0.6, -0.3], [-0.3, 0.7, 0.9], [-0.9, 1.4, 0.0], [0.2, -0.4, -1.3], [-1.1, -0.8, -1.9], [0.2, 0.2, 1.2], [0.0, 0.9, 1.8], [1.1, 0.1, 0.5], [-0.1, -0.5, 1.7], [-0.5, -0.8, 0.2], [-0.3, 0.7, -0.8], [-0.1, -1.2, 0.4], [0.1, 1.4, 1.1], [1.8, 1.2, 0.2], [-0.2, -0.9, -0.8], [0.6, 0.3, -0.3], [-0.5, 0.0, 0.9], [-0.2, 0.1, 0.1], [-0.7, -0.7, -2.0], [-0.8, 1.0, -0.1], [-0.4, -0.9, 0.3], [-0.9, -0.5, -1.2], [0.9, -0.5, 0.3], [1.3, -0.6, -1.0], [-0.4, 0.0, 0.1], [0.7, -2.1, -0.4], [-2.0, 1.1, -1.0], [-1.9, 1.1, 0.2], [-0.3, 0.1, 0.0], [0.1, 0.0, -0.3], [-0.2, -0.5, 0.5], [-0.5, -0.1, -0.3], [0.1, 0.0, -0.5], [-0.1, -0.1, 0.2], [-0.2, -0.4, -0.4], [-0.5, 0.3, 0.1], [-0.2, 0.1, -0.4], [0.0, -0.2, 0.0], [-0.7, 0.0, -0.3], [0.1, -0.3, -0.2], [0.4, 0.1, -0.5], [0.1, -0.8, 0.5], [0.1, -0.7, 0.2], [-0.3, -0.3, -0.3], [0.1, -0.3, 0.4], [-0.2, 0.0, -0.2], [0.1, 0.3, -0.3], [0.6, -0.2, 0.1], [0.6, -0.1, 0.1], [0.5, 0.1, 0.3], [-0.5, -0.2, 0.2], [0.4, -0.5, -0.6], [0.3, 0.1, 0.9], [-0.1, -0.3, 0.6], [0.2, 0.2, 0.0], [0.3, 0.2, 0.5], [0.1, -0.2, 0.1], [-0.1, 0.3, 0.0], [0.5, -0.4, 0.2], [0.3, 0.2, 0.3], [0.0, 0.4, -0.4], [0.2, 0.1, -0.2], [0.0, 0.1, -0.1], [-0.2, 0.6, -0.1], [-0.3, 0.4, -0.2], [-0.3, 0.0, -0.1], [-0.2, -0.3, -0.6], [-0.3, -0.2, -0.2], [0.0, -0.2, -0.2], [-0.1, 0.3, -0.3], [-0.2, -0.3, 0.3], [0.3, -0.1, 0.0], [-0.2, -0.6, 0.0], [0.5, -0.5, -0.1], [-0.4, 0.4, -0.3], [0.0, 0.0, 0.1], [0.2, 0.9, 0.4], [0.0, 0.6, 0.4], [0.4, -0.4, -0.5], [0.5, -0.2, -0.3], [-0.4, 0.2, -0.1], [-0.2, -0.2, 0.4], [-0.2, 0.4, 0.1], [0.2, 0.4, 0.3], [-0.4, -0.2, 0.0], [0.5, -0.5, -0.1], [0.0, -0.3, 0.0], [0.3, -0.5, 0.0], [0.5, 0.5, 0.5], [0.4, 0.4, -0.5], [0.2, -0.3, -0.3], [0.2, 0.4, 0.8], [0.0, -0.8, 0.5], [0.1, 0.2, 0.3], [0.2, -0.4, -0.1], [0.5, -0.2, -0.4], [0.3, -0.3, -0.1], [0.6, 0.3, 0.0], [-0.1, -0.4, 0.2], [0.0, -0.4, -0.1], [0.7, 0.1, -0.7], [0.6, 0.4, 0.4], [0.0, -0.1, -0.1], [-0.3, 0.8, 0.4], [0.2, -0.2, 0.1], [0.2, 0.1, 0.0], [0.2, 0.3, -0.3], [0.0, -0.1, 0.1], [0.1, -0.4, 0.6], [0.0, -0.4, 0.6], [-0.1, -0.2, 0.0], [-0.4, 0.1, 0.1], [0.2, -0.2, -0.3], [-0.1, -0.5, 0.2], [0.2, -0.5, 0.5], [-0.6, 0.0, -0.2], [-0.3, 0.6, -0.1], [0.3, 0.2, 0.2]]
}